Formula: C42H126O42
Source: OMol25
Level of theory: wB97M-V/def2-TZVPD

Each line ends with the Löwdin charge.
Atoms and positions in Å:
C -0.75828 -7.02961 -2.88584  -0.211
C -0.26488 -7.98065 -3.95806  -0.216
O 1.16078 -8.02612 -3.86544  -0.073
O -0.20249 -7.44016 -1.61888  -0.083
H -1.84677 -6.88155 -2.77437  0.129
H -0.32141 -6.06180 -3.13788  0.081
H -0.49069 -7.59100 -4.95519  0.124
H -0.69740 -8.98813 -3.86820  0.120
H 1.44940 -8.19044 -2.95625  0.043
H -0.61905 -8.25738 -1.35455  0.102
C -0.06511 3.69408 5.07345  -0.187
C 1.18287 2.95317 4.66036  -0.194
O 1.47230 3.11060 3.26487  -0.074
O 0.15279 5.11170 4.84166  -0.074
H -0.22056 3.53320 6.15203  0.122
H -0.81389 3.23841 4.40131  0.118
H 0.96491 1.91142 4.88655  0.101
H 2.01606 3.42866 5.13422  0.129
H 0.75767 2.66420 2.79441  0.060
H -0.66137 5.61125 4.98566  0.081
C -0.01133 6.74181 1.86476  -0.271
C -0.79209 7.91458 2.28129  -0.221
O -1.24811 7.70653 3.65795  -0.068
O 1.19251 6.61898 2.63641  -0.078
H 0.36538 6.93672 0.84796  0.113
H -0.62834 5.83138 1.89359  0.116
H -1.61933 8.08031 1.56495  0.126
H -0.13110 8.79695 2.29256  0.126
H -2.19225 7.81079 3.62476  0.066
H 0.89376 6.15451 3.45372  0.051
C 3.25679 -6.07744 -0.88368  -0.231
C 3.78264 -7.20074 -1.68373  -0.199
O 2.96988 -8.38833 -1.54520  -0.068
O 1.96460 -5.60497 -1.24776  -0.074
H 3.86707 -5.19191 -0.94693  0.121
H 3.25615 -6.34560 0.18484  0.132
H 4.78467 -7.46215 -1.35768  0.129
H 3.70954 -6.94655 -2.74210  0.124
H 3.19060 -8.82215 -0.72453  0.089
H 1.40590 -6.37422 -1.39700  0.047
C -0.16115 1.47081 -4.75144  -0.169
C 0.77627 1.93253 -5.83277  -0.243
O 0.34073 3.18192 -6.32368  -0.056
O 0.09314 2.27646 -3.55054  -0.118
H -0.07216 0.37575 -4.53554  0.116
H -1.18567 1.74642 -5.00538  0.122
H 0.72403 1.21470 -6.65801  0.125
H 1.79322 2.03795 -5.38559  0.121
H 0.44961 3.80927 -5.60176  0.052
H 0.69002 1.85815 -2.91590  0.046
C 3.02572 0.19402 -2.72755  -0.202
C 3.71515 -0.81387 -1.84420  -0.263
O 4.34787 -0.30191 -0.71871  -0.057
O 1.96997 0.86969 -2.02034  -0.098
H 2.68411 -0.36630 -3.61406  0.117
H 3.71917 0.97337 -3.07763  0.112
H 4.43341 -1.37207 -2.46218  0.128
H 2.96468 -1.57817 -1.60462  0.110
H 3.90552 0.44831 -0.27838  0.045
H 1.26540 0.25991 -1.70820  0.059
C -4.76732 0.85247 -1.75932  -0.225
C -3.51398 1.55378 -2.25424  -0.195
O -3.81584 2.97225 -2.40381  -0.095
O -5.85382 0.91365 -2.72173  -0.068
H -5.03274 1.23773 -0.77671  0.108
H -4.53134 -0.21484 -1.66473  0.093
H -3.17320 1.08682 -3.18138  0.123
H -2.78515 1.41659 -1.41985  0.120
H -3.15238 3.34981 -3.01100  0.043
H -6.00415 1.83236 -2.95084  0.072
C 4.07117 4.04497 1.65346  -0.233
C 3.55174 3.65976 0.27110  -0.202
O 3.99601 2.33477 -0.06977  -0.086
O 3.96158 3.02419 2.63304  -0.099
H 3.63840 5.00906 1.96727  0.126
H 5.15774 4.14636 1.53633  0.116
H 3.91552 4.40576 -0.43140  0.110
H 2.46120 3.75870 0.41258  0.119
H 4.21918 2.38973 -1.01184  0.058
H 3.02769 3.12940 2.94192  0.029
C 7.46942 1.03487 0.75785  -0.224
C 6.73770 1.06561 2.11636  -0.247
O 6.33990 -0.21500 2.57257  -0.058
O 8.57298 0.09076 0.70984  -0.074
H 7.97016 1.97791 0.56128  0.112
H 6.64507 0.86151 0.06367  0.094
H 5.91799 1.77275 2.07857  0.088
H 7.46502 1.48744 2.82978  0.120
H 5.40498 -0.19850 2.30704  0.059
H 8.07967 -0.73926 0.78084  0.075
C -6.10037 -3.46862 -2.62717  -0.194
C -4.68198 -3.16773 -2.15872  -0.172
O -4.60545 -3.23825 -0.67626  -0.105
O -6.61866 -4.66013 -1.95227  -0.064
H -5.95131 -3.61544 -3.69871  0.119
H -6.62225 -2.53689 -2.37666  0.130
H -4.54204 -2.17966 -2.51713  0.092
H -3.91909 -3.88789 -2.49068  0.111
H -5.22118 -3.89581 -0.33206  0.081
H -7.55115 -4.56822 -1.75395  0.084
C -2.53897 0.63858 8.74067  -0.240
C -2.35395 1.94052 7.95368  -0.250
O -2.65029 1.81903 6.60008  -0.051
O -1.65991 -0.33857 8.23438  -0.064
H -3.54913 0.26693 8.67871  0.120
H -2.26427 0.96242 9.76299  0.125
H -1.30079 2.24528 8.10179  0.126
H -2.97790 2.64966 8.48669  0.122
H -3.46394 2.29342 6.41947  0.101
H -1.78886 -1.18603 8.68001  0.107
C -6.09111 -1.85581 2.44035  -0.225
C -4.61322 -1.70886 2.25129  -0.241
O -4.35225 -0.99915 1.03978  -0.110
O -6.67406 -0.55980 2.22955  -0.070
H -6.45206 -2.15782 3.42225  0.123
H -6.45811 -2.65920 1.77692  0.111
H -4.09669 -2.66861 2.25584  0.113
H -4.21264 -1.11950 3.06949  0.106
H -4.32895 -1.65476 0.29077  0.063
H -6.24508 -0.20478 1.44401  0.059
C 3.13621 -4.09542 -4.24592  -0.245
C 2.13858 -5.00366 -4.92336  -0.231
O 1.78001 -4.41486 -6.18469  -0.075
O 4.33869 -3.99766 -4.99308  -0.053
H 3.34656 -4.48557 -3.23775  0.102
H 2.67237 -3.09736 -4.06566  0.109
H 1.27602 -5.17683 -4.27212  0.082
H 2.48089 -6.01335 -5.11470  0.116
H 1.29470 -3.58721 -6.01496  0.053
H 4.12587 -3.69069 -5.88222  0.085
C 2.48525 -0.03377 3.09238  -0.207
C 2.61939 -1.55539 3.09084  -0.166
O 1.93877 -2.19723 1.95083  -0.096
O 3.19887 0.35084 1.91940  -0.079
H 2.98760 0.25939 4.01497  0.133
H 1.43915 0.27975 3.15674  0.097
H 2.12578 -1.89501 3.99350  0.116
H 3.64985 -1.89434 3.10598  0.120
H 2.30924 -1.70731 1.20705  0.075
H 3.24960 1.30812 1.79096  0.049
C -3.53084 3.92790 2.62702  -0.191
C -4.08337 2.55211 2.84015  -0.248
O -5.13249 2.61184 3.80440  -0.053
O -2.35892 3.80255 1.77196  -0.105
H -3.24716 4.39468 3.57401  0.120
H -4.21113 4.60735 2.08858  0.135
H -3.27593 1.90728 3.20965  0.116
H -4.39531 2.17644 1.85151  0.126
H -5.74263 1.91062 3.54866  0.079
H -2.64193 3.77720 0.84836  0.070
C -1.15968 -0.82994 4.10606  -0.238
C -1.78718 -1.95017 4.86609  -0.234
O -2.84888 -1.50795 5.71357  -0.065
O -0.66435 0.22429 4.92418  -0.075
H -1.89946 -0.38783 3.43186  0.110
H -0.32721 -1.29144 3.55109  0.108
H -1.04686 -2.47450 5.45249  0.121
H -2.20021 -2.61941 4.10512  0.109
H -2.47631 -0.86344 6.32694  0.031
H -1.33705 0.63118 5.50902  0.058
C -0.89801 -3.78937 1.47475  -0.249
C -0.79944 -4.00875 -0.03635  -0.209
O 0.32555 -3.43909 -0.68892  -0.104
O 0.13267 -4.43306 2.19239  -0.052
H -1.87705 -4.18242 1.80468  0.119
H -0.93789 -2.70567 1.64516  0.095
H -1.68072 -3.53033 -0.48366  0.113
H -0.78465 -5.09658 -0.20943  0.118
H 1.08119 -4.07040 -0.66222  0.076
H 0.83005 -3.78813 2.36617  0.050
C -1.24159 5.49764 -2.92179  -0.216
C -1.18538 5.50275 -1.42943  -0.223
O -2.46096 5.12784 -0.90879  -0.072
O -1.70178 4.24379 -3.36962  -0.105
H -0.34719 5.74093 -3.48848  0.115
H -2.07325 6.13848 -3.19914  0.129
H -1.02900 6.44248 -0.93225  0.104
H -0.39135 4.74556 -1.20030  0.132
H -2.72423 4.41526 -1.51728  0.043
H -0.94298 3.61871 -3.35153  0.054
C -0.35648 -0.24829 0.43182  -0.172
C -0.08423 1.27556 0.50152  -0.203
O -0.51114 1.70933 1.76573  -0.085
O -0.09963 -0.70262 -0.91972  -0.097
H -1.41104 -0.43517 0.58247  0.111
H 0.30869 -0.71088 1.14751  0.091
H -0.51100 1.85567 -0.32090  0.121
H 0.99273 1.40942 0.49394  0.105
H -1.25816 2.33194 1.74540  0.053
H 0.03952 -1.65793 -0.82862  0.035
C -0.38298 -2.63685 -3.90603  -0.213
C -1.26267 -3.75465 -4.28609  -0.238
O -2.25831 -3.05483 -5.05272  -0.052
O 0.26977 -2.15085 -5.11592  -0.088
H 0.41625 -2.96895 -3.24927  0.106
H -0.96094 -1.86741 -3.38721  0.124
H -1.66281 -4.17811 -3.35681  0.103
H -0.75226 -4.55241 -4.81943  0.110
H -2.85974 -3.69750 -5.42845  0.088
H -0.42472 -1.73039 -5.63772  0.087
C 2.80756 4.72034 -3.46088  -0.216
C 4.05995 3.99559 -3.97634  -0.230
O 4.63708 3.35634 -2.84707  -0.077
O 1.97007 5.20706 -4.52692  -0.066
H 3.14537 5.46743 -2.71659  0.129
H 2.23749 3.92388 -2.97335  0.110
H 4.70591 4.77684 -4.37413  0.122
H 3.79288 3.30597 -4.76307  0.110
H 5.56438 3.15765 -3.07211  0.119
H 2.54950 5.74203 -5.08143  0.095

Output
E_LUMO, eV: 0.020
Spin multiplicity: 1
DFT total energy, eV: -131584.686